Record 1
A molecular structure, C7H30BCsN10O6. Source: OMol25; level of theory: ωB97M-V/def2-TZVPD.

Positions of all 55 atoms, in Å:
Cs (-0.22643, -2.42261, -2.86685)
O (-1.41399, 1.97265, 3.97111)
O (0.29377, 4.99992, -0.07638)
O (2.97117, -0.36833, 1.71489)
O (2.57471, -2.13090, -1.91275)
O (-3.93491, -2.41553, 0.62041)
O (-3.42310, 0.84114, -1.13688)
N (3.24563, -2.54784, 2.37789)
N (0.23728, 1.03574, 2.73953)
N (1.86557, 4.68259, 1.55142)
N (1.29183, -1.88832, 1.41730)
N (2.98464, 0.10337, -1.64520)
N (4.03284, -1.07241, -3.27761)
N (-1.59433, 1.85877, 1.68371)
N (-2.70738, -4.06905, 1.61059)
N (1.28126, 2.96110, 0.20400)
N (-1.68346, -2.17798, 0.83959)
C (1.08656, 4.26182, 0.50404)
C (2.53949, -1.50675, 1.82106)
C (-3.22336, 0.49012, -3.49464)
C (-0.95561, 1.67434, 2.86577)
C (-3.65063, -0.08563, -2.15537)
C (3.19217, -1.09120, -2.21332)
C (-2.85097, -2.87134, 0.95081)
B (-0.33353, 0.39433, -0.79525)
H (4.40759, -0.24164, -3.69337)
H (0.58047, 2.51479, -0.37261)
H (-1.21166, -0.05277, -0.22966)
H (1.78264, 5.64378, 1.84115)
H (-4.71055, -0.35041, -2.14383)
H (0.38932, 0.69844, 1.80500)
H (2.75694, -3.41360, 2.47027)
H (-1.28642, 1.56513, 0.76192)
H (0.81512, 0.68911, 3.47798)
H (4.15933, -1.95633, -3.73663)
H (-2.47189, 0.83532, -0.97887)
H (0.69774, 0.13837, -0.35876)
H (4.17269, -2.40595, 2.72904)
H (1.80361, 2.48087, 0.91554)
H (-3.58065, -0.14450, -4.31242)
H (0.68004, -1.27882, 0.90485)
H (-0.88265, -2.66564, 1.16106)
H (2.72155, 4.29649, 1.90475)
H (-0.34055, -0.03373, -1.84265)
H (-0.50957, 1.52209, -0.89039)
H (-1.72967, -1.26861, 0.41749)
H (3.53184, 0.83027, -2.06685)
H (-3.03933, -0.98919, -1.94156)
H (1.00942, -2.81578, 1.65799)
H (-3.61175, -4.42880, 1.87764)
H (2.26662, 0.23821, -0.95124)
H (-2.13593, 0.60981, -3.52414)
H (-2.35537, 2.51492, 1.75595)
H (-3.59541, 1.49612, -3.69310)
H (-1.91276, -4.65596, 1.75758)

Values from the calculation:
energy relative to the best compared isomer or geometry (same formula, charge and spin): 0.00 kJ/mol
total charge: 0
M: 494.098 g/mol
orbital gap: 7.8 eV
HOMO: -8.727 eV

Record 2
7 unconnected molecules or ions with the total composition C7H30NO6. Source: OMol25; level of theory: ωB97M-V/def2-TZVPD.

Positions of all 44 atoms, in Å:
O (1.20542, 1.77773, 1.96162)
O (-0.14416, -3.49312, -0.89607)
O (-3.79425, -1.52574, -4.45566)
O (1.31805, 0.48807, -1.69741)
O (2.15730, -0.93356, 2.53582)
O (-2.31247, -0.10125, 1.28276)
N (0.24333, -1.02755, 0.42997)
C (0.93287, 3.14790, 3.92715)
C (2.67815, 0.43143, -2.16991)
C (-4.10871, -1.65818, -2.08700)
C (-1.88333, -0.96780, -3.07053)
C (1.83236, 2.84928, 2.72242)
C (-3.12945, -1.84013, -3.22868)
C (3.19658, 2.41111, 3.19567)
H (-5.04018, -2.17105, -2.31853)
H (3.62461, 3.17994, 3.83567)
H (3.03414, 1.44363, -2.38709)
H (0.85648, 0.88879, -2.44254)
H (1.87121, 3.70553, 2.04243)
H (-0.66325, -0.70006, 0.81192)
H (-2.41547, 0.83262, 1.05988)
H (3.37066, 0.04317, -1.42751)
H (-1.50769, -0.88847, -2.04962)
H (-1.07736, -1.30224, -3.73530)
H (0.98149, -1.07104, 1.16393)
H (0.64486, -0.37561, -0.27238)
H (3.89302, 2.25672, 2.37022)
H (2.04687, 0.03167, 2.63595)
H (3.12458, 1.48174, 3.76379)
H (-3.16206, -1.73073, -5.15605)
H (-0.70059, -4.22505, -1.19015)
H (-2.02993, 0.04937, -3.45111)
H (0.36638, 2.12328, 1.65085)
H (1.40134, 3.88013, 4.59172)
H (-2.78913, -2.88347, -3.27108)
H (-3.18705, -0.37688, 1.58713)
H (2.72706, -0.14769, -3.09370)
H (0.62340, -3.51782, -1.48445)
H (0.86969, 2.24328, 4.53635)
H (-4.32237, -0.59808, -1.94499)
H (2.81638, -1.17154, 3.19810)
H (-3.65707, -2.08191, -1.18892)
H (0.17322, -1.98204, 0.03889)
H (-0.06488, 3.50559, 3.67645)

Values from the calculation:
energy relative to the best compared isomer or geometry (same formula, charge and spin): 1.83 kJ/mol
total charge: +1
M: 224.318 g/mol
orbital gap: 10.0 eV
HOMO: -12.610 eV

Record 3
A molecular structure, C7H32AsF6N14O9. Source: OMol25; level of theory: ωB97M-V/def2-TZVPD.

Positions of all 69 atoms, in Å:
As (-0.69069, 0.21518, 0.91989)
F (0.70867, 0.20611, -0.27345)
F (-1.16671, 1.72853, 0.15848)
F (-2.04152, 0.46720, 2.06536)
F (-0.17746, -1.33010, 1.68505)
F (-1.72029, -0.73492, -0.24548)
F (0.27926, 1.04090, 2.20622)
O (4.87563, -3.11224, 0.83887)
O (6.30137, 3.50153, 1.16523)
O (-0.49928, 7.75524, 2.69220)
O (-6.45465, 0.16981, 1.73786)
O (-4.96587, -6.76216, -1.07998)
O (-2.93420, -0.70007, 9.57982)
O (3.62951, -3.13573, -5.88924)
O (-2.95986, 1.39697, -7.32132)
O (-3.23577, -4.32540, 3.91873)
N (-1.32780, 5.82009, 2.16194)
N (-5.72697, -4.89591, -0.15028)
N (6.72887, -1.87746, 0.74217)
N (-3.30901, -0.13273, 7.37915)
N (-2.11029, 1.50352, -5.13475)
N (-3.70299, -5.09167, -0.67538)
N (6.93115, 3.56136, -0.93266)
N (-2.20593, -0.38191, -6.32164)
N (0.02195, 6.74221, 0.81752)
N (3.33422, -1.65894, -7.49285)
N (-3.29509, -2.16359, 7.93433)
N (2.82810, -1.08521, -5.58503)
N (5.06122, -1.03585, 1.86377)
N (4.87191, 3.92553, -0.61037)
C (3.29310, -2.07662, -6.29549)
C (-3.18629, -0.99078, 8.37474)
C (-0.58047, 6.84120, 1.90749)
C (-2.38740, 0.93336, -6.33820)
C (5.55199, -2.09910, 1.19512)
C (6.00118, 3.71488, -0.02428)
C (-4.89071, -5.60042, -0.77756)
H (3.94570, -2.14969, -8.12953)
H (-6.67739, -5.20777, -0.01051)
H (-3.44071, -0.49906, 6.44719)
H (4.11000, 3.60020, -0.03265)
H (7.81853, 3.30804, -0.52219)
H (7.02840, -0.91793, 0.84058)
H (4.06207, -1.12672, 1.98016)
H (-3.16465, 0.85768, 7.51467)
H (-3.35846, -5.25109, 3.70833)
H (6.62529, 3.60390, -1.89430)
H (-1.76711, 5.60123, 3.04466)
H (-3.13940, -2.97154, 8.52006)
H (5.59157, -0.28511, 2.28237)
H (-1.68063, 5.37565, 1.32642)
H (-6.65699, 0.94923, 1.22037)
H (-3.50079, -4.23400, -0.18182)
H (2.53233, -1.09312, -4.61934)
H (2.72479, -0.26061, -6.15901)
H (-1.84170, -0.66160, -7.22119)
H (-2.25183, 2.50296, -5.16916)
H (3.13115, -0.69461, -7.71409)
H (0.66682, 7.42638, 0.44853)
H (-1.84381, -0.71817, -5.44078)
H (-0.05527, 5.87733, 0.30165)
H (-2.29007, -4.18938, 3.86062)
H (6.79404, -2.27314, -0.18481)
H (-1.63206, 1.10028, -4.34179)
H (-5.49843, 0.12687, 1.74320)
H (-5.47917, -3.92458, -0.02693)
H (4.78166, 3.81916, -1.61069)
H (-3.36986, -2.34326, 6.94325)
H (-3.01274, -5.68068, -1.11892)

Values from the calculation:
total charge: -1
M: 645.332 g/mol
orbital gap: 9.2 eV
HOMO: -7.761 eV

Record 4
8 unconnected molecules or ions with the total composition C7H32BN14O7. Source: OMol25; level of theory: ωB97M-V/def2-TZVPD.

Positions of all 61 atoms, in Å:
O (-1.31626, 2.87863, 4.45625)
O (-4.85457, 0.85789, 1.76845)
O (2.36290, 3.10586, 1.79260)
O (-2.46792, -1.36415, -3.78466)
O (0.04844, -4.86059, 1.17374)
O (4.82599, -2.29931, 1.03337)
O (0.98671, 3.25461, -3.75008)
N (-2.97098, 1.65894, 1.15216)
N (-2.54665, -3.52148, -3.77986)
N (4.06664, 2.62056, 0.48481)
N (-0.29161, 2.24594, 2.57762)
N (2.33322, 1.57503, 0.11870)
N (-2.03170, -2.38324, -1.93500)
N (-0.80059, -2.87363, 1.74420)
N (0.34363, 4.05836, 3.37034)
N (-3.65019, -0.21143, 0.27250)
N (1.11997, 1.12875, -3.07306)
N (2.71742, -2.08957, 1.80281)
N (0.16094, -3.03349, -0.08486)
N (3.06385, -1.80619, -0.13354)
N (-0.54107, 2.36243, -2.44102)
C (-3.88543, 0.77317, 1.03664)
C (3.65071, -2.10252, 0.94665)
C (0.57095, 2.31176, -3.07112)
C (2.82389, 2.47512, 0.90203)
C (-0.50872, 3.06391, 3.53675)
C (-0.10760, -3.68061, 1.00549)
C (-2.42830, -2.37591, -3.15342)
B (-0.58890, -0.09041, -0.32907)
H (-2.91055, -4.34307, -3.31871)
H (0.36370, -0.17068, -0.82943)
H (-1.20722, -3.10684, 2.63883)
H (2.97518, -2.20872, 2.77206)
H (-2.81169, -0.23153, -0.29018)
H (3.73161, -1.67409, -0.87969)
H (0.54996, 2.18167, 2.02289)
H (-1.37271, 0.30971, -0.95340)
H (-1.21680, 3.10868, -2.35968)
H (2.91581, 1.16856, -0.59926)
H (-1.74532, -3.27751, -1.56301)
H (-4.34638, -0.92223, 0.09876)
H (1.37228, 1.26529, 0.14603)
H (0.56294, -3.42994, -0.92231)
H (-0.20614, -2.09511, -0.15412)
H (2.08578, -1.91136, -0.36251)
H (-0.96697, 1.50351, 2.46453)
H (1.84338, -1.70118, 1.47827)
H (-0.50387, 0.50558, 0.56636)
H (4.35021, 2.13823, -0.35604)
H (0.41227, 4.80561, 4.04636)
H (-3.17166, 2.50276, 1.66965)
H (-0.65532, 1.52262, -1.89170)
H (-1.05959, -2.00498, 1.29870)
H (-2.57230, -3.43426, -4.78576)
H (0.85329, 0.48095, -2.34551)
H (1.05226, 4.13266, 2.65450)
H (-0.89050, -1.08260, -0.03101)
H (-1.71524, -1.48825, -1.59012)
H (1.82039, 1.05581, -3.79707)
H (4.56499, 3.37389, 0.93674)
H (-2.18680, 1.34852, 0.59647)

Values from the calculation:
energy relative to the best compared isomer or geometry (same formula, charge and spin): 593.92 kJ/mol
total charge: -1
M: 435.236 g/mol
orbital gap: 9.1 eV
HOMO: -6.813 eV

Question: Which formula does entry 4 have?
Answer: C7H32BN14O7

Question: Which formula does entry 4 have?
Answer: C7H32BN14O7

Question: Look up the total charge of the third one.
Answer: -1